Computed, not measured: a structure of composition C31H20AsClI2NOPPtS4, with ωB97M-V/def2-TZVPD.

## Properties
Molar mass (g mol⁻¹): 1141.01
Strongest force on any atom (Eh/bohr): 0.0067
Spin multiplicity: 5
E_HOMO (spin up / spin down) (eV): -6.2 / -7.7
Orbital gap (spin up / spin down) (eV): 5.23 / 4.75
⟨S²⟩: 6.056
Charge: 0

CARTESIAN COORDINATES (ANGSTROEM)
Pt  -1.23464  -0.80333  -0.79349
I  -3.71004  -1.70189  -0.66660
C  0.05623  -2.39454  -1.18393
C  0.06907  -3.10775  -2.35632
C  0.84046  -4.28677  -2.50163
C  1.59072  -4.76559  -1.46691
C  1.60632  -4.07398  -0.23054
C  2.33849  -4.53800  0.89081
C  2.29694  -3.87547  2.08571
C  1.55063  -2.68413  2.21296
C  0.86533  -2.19155  1.13513
P  0.03487  -0.57953  1.11442
C  -0.49926  -0.35814  2.83120
C  -1.66426  -1.02700  3.21366
C  -2.15438  -0.88622  4.50007
C  -1.48863  -0.07611  5.41429
C  -0.32672  0.58175  5.04001
C  0.16732  0.44685  3.74722
C  1.38676  0.60614  0.84519
C  1.04481  1.95567  0.74347
C  2.01012  2.90902  0.47139
C  3.33052  2.51980  0.27523
C  3.67418  1.17952  0.35484
C  2.70734  0.22202  0.64005
C  0.84931  -2.88735  -0.10494
H  -0.53621  -2.78353  -3.19696
H  0.81457  -4.82304  -3.44275
H  2.16653  -5.67746  -1.56927
H  2.92983  -5.44048  0.78723
H  2.84842  -4.25175  2.93751
H  1.53479  -2.15952  3.16118
H  -2.19024  -1.64309  2.49132
H  -3.06308  -1.39783  4.78897
H  -1.88100  0.04647  6.41507
H  0.19558  1.20763  5.75253
H  1.07439  0.96399  3.45911
H  0.00921  2.25365  0.86124
H  1.73296  3.95376  0.40819
H  4.08785  3.26183  0.05762
H  4.70037  0.87237  0.19884
H  2.98507  -0.82265  0.70083
S  -3.22147  3.66348  5.35907
As  -1.85385  3.41810  3.88639
S  -2.38853  3.62916  0.87704
S  -2.84318  2.10381  2.09551
S  -2.18986  5.13228  2.19138
Cl  -1.91828  3.03273  -6.58824
C  -2.02886  2.56009  -4.94286
C  -3.13811  2.95122  -4.21927
C  -3.26132  2.63068  -2.87795
I  -4.95282  3.13312  -1.84314
C  -2.22244  1.89352  -2.18201
O  -2.26215  1.64753  -0.97985
C  -1.08238  1.41730  -3.01374
N  -0.17976  0.63302  -2.40286
C  0.86316  0.20506  -3.09270
C  1.04587  0.49720  -4.44588
C  0.11041  1.26443  -5.09385
C  -0.98679  1.75536  -4.36875
H  -3.92093  3.50544  -4.71780
H  1.57178  -0.40711  -2.54793
H  1.90671  0.10351  -4.96711
H  0.20234  1.48633  -6.14743

Mulliken atomic charge list, values in e, 5 entries: atom 1 (Pt): 2.013, atom 2 (I): -0.510, atom 3 (C): -0.772, atom 4 (C): -0.559, atom 5 (C): -0.807